Here is C32H64CdO18Zn as an isolated structure in a non-equilibrium geometry from the Open Molecules 2025 dataset. Energies are from ωB97M-V/def2-TZVPD.

Element x y z (Å)
Zn (0.0655, 4.9664, 1.0699)
Cd (-0.3182, -2.6494, -0.3621)
C (1.0595, 1.0080, 1.2021)
C (0.4745, -0.1199, 0.5874)
C (-0.6733, 0.1427, -0.4840)
O (-1.1951, -0.8322, -1.0196)
C (-1.0103, 1.4877, -0.7855)
C (-0.4004, 2.5287, -0.1399)
C (0.6516, 2.2699, 0.8908)
O (1.1793, 3.2765, 1.5001)
O (-0.7858, 3.7442, -0.3640)
O (0.8441, -1.2803, 0.7688)
H (1.7721, 0.8166, 1.9935)
H (-1.7584, 1.6613, -1.5484)
C (-4.2328, -4.2885, -0.7147)
C (-5.3227, -4.2343, 0.1965)
C (-5.0722, -3.8697, 1.6552)
O (-5.9724, -3.9784, 2.4726)
C (-3.7561, -3.5185, 2.0483)
C (-2.7103, -3.4654, 1.1575)
C (-2.9809, -3.8589, -0.3501)
O (-2.0072, -3.7072, -1.1747)
O (-1.5640, -2.9470, 1.3903)
O (-6.4599, -4.4368, -0.2060)
H (-4.3533, -4.6458, -1.7286)
H (-3.5567, -3.2999, 3.0900)
C (0.0633, -2.2244, 4.4794)
C (0.8547, -1.3839, 5.4755)
O (0.0590, -0.9993, 6.5977)
H (-0.0820, -3.2199, 4.9062)
H (0.6138, -2.2965, 3.5401)
H (-0.9286, -1.8276, 4.2644)
H (1.2737, -0.5018, 4.9913)
H (1.6678, -1.9922, 5.8911)
H (-0.4959, -1.7560, 6.8080)
C (-2.3933, 2.2318, -4.6606)
C (-1.0022, 2.7685, -4.3436)
O (-1.0904, 3.8238, -3.3958)
H (-2.3407, 1.2880, -5.2097)
H (-2.9950, 2.8950, -5.2851)
H (-2.9510, 2.0773, -3.7352)
H (-0.4683, 3.1464, -5.2141)
H (-0.4261, 1.9133, -3.9654)
H (-1.2978, 3.4691, -2.5253)
C (4.0047, -0.5302, 3.3105)
C (5.4154, -0.1254, 2.9831)
O (6.0671, -1.2897, 2.4331)
H (3.4632, -0.7580, 2.3899)
H (3.4211, 0.2834, 3.7522)
H (3.9729, -1.3417, 4.0353)
H (5.9843, 0.1958, 3.8604)
H (5.4536, 0.6720, 2.2349)
H (6.9607, -1.0070, 2.2175)
C (0.3407, -2.3939, -4.5150)
C (0.5790, -3.3062, -3.3215)
O (0.9281, -2.5147, -2.1764)
H (0.1947, -2.9636, -5.4373)
H (1.2256, -1.7797, -4.6964)
H (-0.5595, -1.7920, -4.3966)
H (1.4205, -3.9700, -3.5303)
H (-0.3542, -3.8260, -3.1107)
H (1.8402, -2.1829, -2.2317)
C (0.7186, -5.9021, 1.9355)
C (1.5286, -4.9147, 1.1251)
O (0.7998, -4.5457, -0.0726)
H (0.5023, -6.8262, 1.3985)
H (-0.2038, -5.4458, 2.2941)
H (1.2698, -6.2203, 2.8261)
H (2.4826, -5.3643, 0.8371)
H (1.7616, -4.0289, 1.7149)
H (1.0920, -5.2156, -0.6973)
C (4.2076, 3.0533, 5.6323)
C (3.0747, 3.3183, 4.6596)
O (3.5652, 3.0967, 3.3381)
H (4.9472, 3.8426, 5.5069)
H (4.6241, 2.0606, 5.4793)
H (3.8087, 3.1104, 6.6467)
H (2.6861, 4.3393, 4.7795)
H (2.2010, 2.6913, 4.8800)
H (2.7770, 3.1076, 2.7814)
C (-5.4115, -0.2691, -3.5243)
C (-4.2775, -0.8873, -2.7253)
O (-3.8405, 0.0286, -1.7177)
H (-5.8541, -1.0694, -4.1218)
H (-5.1007, 0.5114, -4.2207)
H (-6.1755, 0.1018, -2.8411)
H (-3.4873, -1.1991, -3.4154)
H (-4.6831, -1.7642, -2.2137)
H (-2.9645, -0.2639, -1.4371)
C (-5.3497, 4.6983, -2.4367)
C (-4.5241, 3.7567, -1.5711)
O (-5.2575, 2.5920, -1.2677)
H (-6.2268, 4.9315, -1.8311)
H (-5.7177, 4.1316, -3.2924)
H (-4.7634, 5.5582, -2.7522)
H (-4.1475, 4.2863, -0.6834)
H (-3.5911, 3.4442, -2.0620)
H (-4.7495, 1.8125, -1.5255)
C (2.2329, 4.7781, -2.3721)
C (1.5238, 5.8736, -1.5997)
O (1.5972, 5.5431, -0.1797)
H (2.0173, 4.8515, -3.4389)
H (1.8389, 3.7996, -2.0880)
H (3.3133, 4.7525, -2.2245)
H (0.4711, 5.8867, -1.8687)
H (2.0095, 6.8168, -1.8480)
H (2.5077, 5.7248, 0.0809)
C (4.0401, -0.0444, -0.6812)
C (4.0689, -1.5486, -0.9174)
O (3.5737, -1.8380, -2.2416)
H (4.0129, 0.2084, 0.3789)
H (3.1344, 0.3899, -1.1082)
H (4.9026, 0.4313, -1.1541)
H (3.3336, -1.9844, -0.2356)
H (5.0264, -2.0079, -0.6759)
H (4.3384, -1.7410, -2.8167)

- Multiplicity: 1
- ΔE to the lowest compared entry with this formula, charge and spin: 36.2 kcal/mol


Here is C32H64InN2O2 as an isolated structure in a non-equilibrium geometry from the Open Molecules 2025 dataset. Energies are from ωB97M-V/def2-TZVPD.

Element x y z (Å)
C (4.8386, 1.9185, 1.9622)
C (5.0113, 2.8854, 0.7833)
C (3.7098, 3.0515, -0.0467)
C (4.0240, 3.1547, -1.5331)
C (2.8094, 3.2922, -2.4609)
C (1.6466, 2.3182, -2.2356)
C (0.3005, 2.9863, -2.5893)
C (-0.7997, 2.0097, -2.9766)
In (-1.4813, 0.6752, -1.3132)
C (-1.3507, -1.4312, -2.0472)
C (0.0788, -1.9616, -2.2195)
C (0.7706, -2.4607, -0.9353)
C (-0.1995, -2.8939, 0.1586)
C (1.6652, -3.6787, -1.2334)
C (2.6381, -3.5601, -2.4243)
C (3.3601, -2.2497, -2.3965)
C (4.5269, -2.0487, -1.7491)
C (4.7247, -0.8258, -0.8957)
C (5.7252, -2.9640, -1.8455)
C (-3.6220, 1.1579, -0.8800)
C (-4.6671, 0.3721, -1.3980)
C (-6.0058, 0.6540, -1.1122)
C (-6.3375, 1.7484, -0.3124)
C (-5.3272, 2.5511, 0.2160)
C (-3.9904, 2.2429, -0.0661)
H (4.3964, 2.4278, 2.8184)
H (4.1654, 1.1047, 1.6976)
H (5.7906, 1.4686, 2.2420)
H (5.7374, 2.4244, 0.1117)
H (5.3658, 3.8492, 1.1432)
H (3.0854, 2.1924, 0.1826)
H (3.2252, 3.9740, 0.2760)
H (4.6601, 2.3368, -1.8744)
H (4.6229, 4.0644, -1.6582)
H (3.1647, 3.1052, -3.4792)
H (2.4459, 4.3213, -2.4726)
H (1.5595, 2.0146, -1.1938)
H (1.7442, 1.4166, -2.8444)
H (0.0169, 3.5589, -1.6999)
H (0.5023, 3.7339, -3.3706)
H (-0.5059, 1.3895, -3.8274)
H (-1.6836, 2.5917, -3.2507)
H (-0.5365, 0.9527, 0.1839)
H (-1.7922, -1.3827, -3.0493)
H (-1.9906, -2.1067, -1.4793)
H (0.6826, -1.1502, -2.6336)
H (0.0947, -2.7637, -2.9678)
H (1.4412, -1.7137, -0.5045)
H (-0.9158, -3.6412, -0.1842)
H (0.3585, -3.3246, 0.9961)
H (-0.7426, -2.0431, 0.5676)
H (1.0511, -4.5698, -1.3990)
H (2.2996, -3.8952, -0.3692)
H (2.1397, -3.7662, -3.3733)
H (3.3935, -4.3453, -2.3001)
H (2.8974, -1.4003, -2.8927)
H (3.7904, -0.3012, -0.7203)
H (5.2012, -1.1090, 0.0426)
H (5.4085, -0.1100, -1.3718)
H (5.7105, -3.5301, -2.7714)
H (5.8420, -3.6235, -0.9804)
H (6.6020, -2.3140, -1.8665)
H (-4.4145, -0.4687, -2.0351)
H (-6.7964, 0.0231, -1.5026)
H (-7.3780, 1.9657, -0.1029)
H (-5.5444, 3.4125, 0.8338)
H (-3.2191, 2.8684, 0.3727)
C (-5.8131, 8.4390, 3.8240)
C (-6.1606, 7.9735, 2.4127)
C (-6.8463, 6.6013, 2.3615)
O (-5.9901, 5.4985, 2.5592)
C (-5.6702, 5.2072, 3.9047)
N (-4.9502, 8.0209, 1.5894)
H (-4.9212, 7.9432, 4.2058)
H (-5.6102, 9.5099, 3.8242)
H (-6.6353, 8.2512, 4.5179)
H (-6.8739, 8.6931, 1.9981)
H (-7.2548, 6.4684, 1.3562)
H (-7.6947, 6.5558, 3.0596)
H (-6.5120, 5.4172, 4.5725)
H (-4.7890, 5.7612, 4.2384)
H (-5.4331, 4.1452, 3.9581)
H (-5.1925, 7.8239, 0.6229)
H (-4.3594, 7.2390, 1.8598)
C (1.6547, -6.3396, 2.0075)
C (1.2703, -7.1024, 0.7438)
C (0.6518, -8.4801, 1.0128)
O (1.5696, -9.4887, 1.3954)
C (1.9516, -9.4735, 2.7553)
N (2.4403, -7.1770, -0.1337)
H (2.5869, -6.7082, 2.4369)
H (1.8019, -5.2859, 1.7728)
H (0.8732, -6.4090, 2.7671)
H (0.5067, -6.5120, 0.2284)
H (0.2068, -8.8378, 0.0807)
H (-0.1604, -8.4091, 1.7491)
H (1.1246, -9.1614, 3.4006)
H (2.8111, -8.8207, 2.9262)
H (2.2419, -10.4891, 3.0252)
H (2.1637, -7.5747, -1.0268)
H (3.0870, -7.8603, 0.2513)

- Multiplicity: 1
- Net charge: -1


Calculated lowest unoccupied orbital energy in order - -0.1561; 0.0849 Eh